1.
{"formula": "C51H49As2BrMnN4OSi", "method": "ωB97M-V/def2-TZVPD", "species": ["Mn", "Br", "C", "C", "C", "C", "O", "C", "C", "N", "C", "C", "C", "C", "C", "C", "C", "C", "N", "C", "C", "H", "H", "H", "H", "H", "H", "H", "H", "H", "H", "C", "C", "C", "C", "C", "C", "N", "N", "Si", "C", "C", "C", "H", "H", "H", "H", "H", "H", "H", "H", "H", "H", "H", "H", "H", "H", "H", "C", "C", "As", "C", "C", "C", "C", "C", "C", "C", "C", "C", "C", "C", "C", "As", "C", "C", "C", "C", "C", "C", "C", "C", "C", "C", "C", "C", "H", "H", "H", "H", "H", "H", "H", "H", "H", "H", "H", "H", "H", "H", "H", "H", "H", "H", "H", "H", "H", "H", "H", "H"], "coordinates": [[0.40864, 0.40283, 0.58404], [6.90948, 3.58957, 2.89791], [5.48945, 2.57234, 2.13384], [5.55411, 1.17467, 2.17739], [4.54695, 0.42519, 1.62316], [3.42039, 1.02837, 1.00509], [2.51272, 0.31820, 0.45780], [3.36741, 2.46402, 1.00861], [2.23926, 3.15132, 0.48521], [1.12998, 2.58185, 0.13789], [0.09713, 3.36831, -0.35610], [0.24158, 4.47783, -1.16938], [-0.87515, 5.24128, -1.52917], [-2.12307, 4.94841, -1.04102], [-2.31124, 3.83229, -0.20274], [-3.53916, 3.49094, 0.39372], [-3.59193, 2.40776, 1.23394], [-2.45195, 1.62770, 1.42344], [-1.29450, 1.86339, 0.83077], [-1.20238, 2.99419, 0.08349], [4.42618, 3.21001, 1.55913], [6.40211, 0.68917, 2.64162], [4.59041, -0.65549, 1.64937], [2.30652, 4.24405, 0.43610], [1.22287, 4.74183, -1.54329], [-0.74920, 6.09166, -2.18702], [-2.97274, 5.57112, -1.29327], [-4.41705, 4.09800, 0.20954], [-4.50806, 2.14548, 1.74647], [-2.47302, 0.77136, 2.08674], [4.38472, 4.29267, 1.53035], [0.02758, 2.22971, 3.68404], [0.65738, 0.86762, 3.62046], [1.35768, 0.37600, 4.69685], [2.00952, -0.85617, 4.56537], [1.91076, -1.56292, 3.40102], [1.11231, -1.07036, 2.32735], [0.52024, 0.16075, 2.47784], [0.87479, -1.70527, 1.17439], [1.71323, -3.14093, 0.66617], [3.30073, -2.68238, -0.25988], [2.18522, -4.41740, 1.99628], [0.65167, -4.21141, -0.50100], [0.39827, 2.77231, 4.55140], [-1.05887, 2.15363, 3.75617], [0.25993, 2.79872, 2.78396], [1.42846, 0.95199, 5.60912], [2.60797, -1.23905, 5.38336], [2.43386, -2.49582, 3.28014], [4.13720, -2.56438, 0.43278], [3.18485, -1.73369, -0.78218], [3.57956, -3.44861, -0.98878], [3.08939, -4.16161, 2.55247], [2.37912, -5.36734, 1.49181], [1.37405, -4.58189, 2.71016], [-0.31073, -3.77938, -0.74769], [1.18672, -4.41533, -1.43268], [0.45057, -5.17513, -0.02853], [-1.64837, -1.78598, -1.81440], [-0.23159, -1.58516, -2.36097], [0.51105, 0.15885, -1.81857], [-0.52745, 1.22143, -3.09298], [-0.01434, 1.66907, -4.30645], [-0.81987, 2.37355, -5.19046], [-2.14445, 2.63546, -4.87347], [-2.66537, 2.19128, -3.66751], [-1.86006, 1.48678, -2.78609], [2.22624, 0.14579, -2.72743], [3.06681, 1.24188, -2.54602], [4.33876, 1.25633, -3.09346], [4.78316, 0.17420, -3.84123], [3.94430, -0.90962, -4.04860], [2.67294, -0.92591, -3.49235], [-1.88767, -1.23287, 0.08239], [-3.85938, -0.92417, 0.00618], [-4.61056, -1.16219, 1.16061], [-5.96601, -0.87921, 1.20980], [-6.60565, -0.33054, 0.10607], [-5.87061, -0.06357, -1.03710], [-4.51288, -0.35308, -1.08311], [-2.10768, -2.91077, 1.08219], [-1.73296, -2.89968, 2.42249], [-1.89385, -4.02789, 3.21344], [-2.43113, -5.18464, 2.66792], [-2.83992, -5.19274, 1.34143], [-2.68956, -4.05846, 0.55866], [-1.97943, -2.81550, -1.95799], [-2.32640, -1.15122, -2.38515], [-0.24352, -1.64943, -3.45049], [0.45510, -2.33771, -1.97937], [1.01865, 1.46577, -4.56109], [-0.41235, 2.71446, -6.13410], [-2.77074, 3.18226, -5.56711], [-3.69603, 2.40112, -3.40614], [-2.27034, 1.13938, -1.84482], [2.71755, 2.08054, -1.95827], [4.98753, 2.10699, -2.92672], [5.78153, 0.17598, -4.25935], [4.28252, -1.75120, -4.63981], [2.03463, -1.78574, -3.65224], [-4.12826, -1.58222, 2.03483], [-6.52712, -1.08887, 2.11228], [-7.66592, -0.11477, 0.13824], [-6.35433, 0.37589, -1.90125], [-3.97233, -0.12120, -1.99343], [-1.30651, -1.99765, 2.84724], [-1.59592, -4.00155, 4.25432], [-2.53823, -6.07441, 3.27516], [-3.27888, -6.08802, 0.91884], [-3.03696, -4.07309, -0.46858]], "lowdin_charge": [0.48, 0.69, -0.70, -0.12, 0.01, -0.34, -0.18, -0.14, -0.08, 0.03, -0.23, -0.01, -0.07, -0.04, -0.16, 0.01, -0.03, -0.18, 0.04, -0.17, -0.10, 0.10, 0.10, 0.13, 0.11, 0.11, 0.11, 0.12, 0.11, 0.10, 0.11, -0.02, -0.31, -0.06, -0.06, -0.02, -0.47, 0.01, -0.11, 0.45, -0.16, -0.19, -0.17, 0.08, 0.07, 0.06, 0.10, 0.11, 0.06, 0.02, 0.00, 0.03, 0.02, 0.03, 0.03, -0.02, 0.03, 0.03, -0.39, -0.40, 1.32, -0.33, -0.09, -0.08, -0.09, -0.08, -0.14, -0.37, -0.11, -0.07, -0.08, -0.08, -0.11, 1.33, -0.35, -0.12, -0.09, -0.10, -0.09, -0.12, -0.40, -0.13, -0.08, -0.09, -0.08, -0.12, 0.06, 0.04, 0.08, 0.02, 0.10, 0.10, 0.10, 0.11, 0.07, 0.09, 0.11, 0.10, 0.10, 0.09, 0.10, 0.10, 0.10, 0.10, 0.07, 0.09, 0.11, 0.10, 0.10, 0.10], "e_above_lowest_kj_mol": 111.7, "gap_ev": [6.04, 6.67], "energy_ev": -292610.9204, "total_charge": 0, "multiplicity": 6, "homo_energy_ev": [-6.5, -7.1]}



2.
{"formula": "C3H9N2", "method": "ωB97M-V/def2-TZVPD", "species": ["C", "C", "C", "N", "N", "H", "H", "H", "H", "H", "H", "H", "H", "H"], "coordinates": [[-0.74363, -0.72083, -0.75455], [-0.81018, 0.49568, 0.17266], [0.22207, 0.86422, 0.87849], [2.41592, -0.90301, 0.47829], [-2.13204, 1.00661, -0.05224], [-0.26346, -0.56527, -1.72300], [-1.74089, -1.11932, -0.90690], [-0.08773, -1.49180, -0.35530], [0.38525, 1.78365, 1.44170], [3.28349, -0.99400, 0.99275], [2.73560, -0.87335, -0.48082], [1.71918, -0.20115, 0.75858], [-2.41290, 1.80094, 0.49854], [-2.57067, 0.91764, -0.94821]], "nbo_charge": [-0.66, 0.07, -0.20, -1.10, -0.83, 0.22, 0.21, 0.24, 0.19, 0.36, 0.36, 0.37, 0.38, 0.39], "e_above_lowest_kj_mol": 155.2, "gap_ev": [9.94, 7.83], "energy_ev": -6233.6408, "total_charge": 0, "multiplicity": 2, "homo_energy_ev": [-8.8, -8.4]}



3.
{"formula": "C2H4N2O2", "method": "ωB97M-V/def2-TZVPD", "species": ["H", "N", "C", "O", "N", "C", "O", "H", "H", "H"], "coordinates": [[-2.13351, 1.14302, -0.14690], [-1.78854, 0.60722, 0.64156], [-0.63614, 0.10967, 0.47144], [-0.08448, -0.62694, 1.45159], [0.20363, 0.21106, -0.63291], [1.44574, -0.38316, -0.79336], [2.11218, -0.22044, -1.78793], [-0.76493, -0.61738, 2.14537], [-0.10189, 0.78307, -1.40870], [1.74795, -1.00613, 0.05985]], "nbo_charge": [0.35, -0.76, 0.70, -0.68, -0.66, 0.54, -0.56, 0.51, 0.42, 0.15], "e_above_lowest_kj_mol": 83.9, "gap_ev": 10.85, "energy_ev": -9214.3532, "total_charge": 0, "smiles": "[H]/N=C(/O)NC=O", "homo_energy_ev": -10.2}